The following is a DFT calculation (ωB97M-V/def2-TZVPD) of a cluster of 2 separate species, C3H6BNO2 in total at a distorted geometry.

Structure (XYZ):
```
13
Properties=species:S:1:pos:R:3
B -1.20 -0.96 0.30
C 1.72 -0.48 -0.03
C 0.62 1.68 -0.46
C 0.74 0.42 0.43
N 2.31 -1.41 -0.41
O -2.24 -0.32 0.78
O -1.10 -2.18 -0.17
H -0.30 2.02 -0.95
H 1.31 1.61 -1.32
H 1.09 2.50 0.06
H 0.77 0.72 1.43
H -3.16 -0.73 0.75
H -0.54 -2.87 -0.41
```

The value obtained for the electronic energy is -9469.5134 eV. As for the net charge: 0. The value obtained for the energy above the lowest of the compared OMol25 structures with the same formula, charge and spin is 231.3 kJ/mol.

The molecule's Mulliken atomic charges, reported in e, are given here: number 1, B, carries 0.506; number 2, C, carries 0.251; number 3, C, carries -1.077; number 4, C, carries -0.252; number 5, N, carries -0.543; number 6, O, carries -0.390; number 7, O, carries -0.470; number 8, H, carries 0.280; number 9, H, carries 0.346; number 10, H, carries 0.303; number 11, H, carries 0.357; number 12, H, carries 0.342; number 13, H, carries 0.347